{"formula": "CH6Si2", "method": "ωB97M-V with the def2-TZVPD basis set", "smiles": "C1[SiH2][SiH2]1", "orbital_gap_ha": 0.3393, "elements": ["C", "Si", "Si", "H", "H", "H", "H", "H", "H"], "coordinates": [[-0.03, -0.92, -0.01], [1.08, 0.61, -0.07], [-1.25, 0.56, -0.03], [-0.10, -1.64, -0.85], [0.06, -1.52, 0.94], [1.83, 0.59, 1.17], [2.07, 0.58, -1.22], [-2.08, 0.90, -1.35], [-1.57, 0.83, 1.42]]}